The following is a DFT calculation (wB97M-V/def2-TZVPD) of a structure of composition C23H23PSbZn at a distorted geometry.

## Properties
LUMO	2.57	eV
DFT total energy	-88462.5873	eV
total charge	-1
maximum force	2.05	eV/A
ΔE to the lowest compared entry with this formula, charge and spin	72.1	kJ/mol

Each line ends with the Mulliken charge.
Positions of all 49 atoms, in Å:
C 0.5057 1.0281 -4.1999  -0.3048
C 0.2784 0.2656 -5.3061  -0.5471
C -0.0459 -1.1234 -5.3317  0.2183
C -0.1528 -1.9698 -4.1921  -0.3395
C -0.0160 -1.5917 -2.8890  -0.4546
Zn 0.1219 0.2844 -2.4547  -1.0119
P 0.3210 2.6415 -1.4938  -0.0303
H 0.8391 2.0751 -4.3001  0.2103
H 0.3448 0.7183 -6.3112  0.1548
H -0.2153 -1.5827 -6.3158  0.2310
H -0.0332 -2.3648 -2.1027  0.2238
H -0.3631 -3.0235 -4.4498  0.1860
H -0.7960 3.1869 -0.7826  0.0217
H 0.4543 3.6285 -2.5263  0.0720
H 1.4252 2.9987 -0.6468  0.0408
C -1.0393 3.6035 3.4128  -0.4744
C 0.2631 3.0950 3.3177  -0.5967
C 0.5322 2.0205 2.4618  -0.2166
C -0.5043 1.4543 1.7189  0.4274
C -1.8018 1.9620 1.8010  -0.4500
C -2.0722 3.0404 2.6498  -0.5643
Sb -0.0937 -0.1441 0.2814  1.3633
C 2.0019 -0.5244 0.7370  -0.0970
C 2.9585 -0.3633 -0.2725  -0.4122
C 4.3147 -0.5313 0.0344  -0.5891
C 4.7046 -0.8519 1.3406  -0.4267
C 3.7415 -0.9984 2.3485  -0.5479
C 2.3815 -0.8306 2.0452  -0.1414
C -1.7523 -1.4769 0.7242  0.2292
C -1.5127 -2.6836 1.3839  -0.3879
C -2.5957 -3.5294 1.6682  -0.4609
C -3.8937 -3.1619 1.2821  -0.4150
C -4.1186 -1.9546 0.6046  -0.5803
C -3.0370 -1.1114 0.3119  -0.4992
H -1.2516 4.4383 4.0820  0.3362
H 1.0735 3.5280 3.9102  0.3637
H 1.5499 1.6391 2.3767  0.3598
H -2.6032 1.5395 1.1935  0.1173
H -3.0900 3.4355 2.7105  0.3703
H 2.6716 -0.0970 -1.2940  0.3160
H 5.0638 -0.4178 -0.7537  0.3859
H 5.7620 -0.9921 1.5691  0.3362
H 4.0406 -1.2427 3.3704  0.3572
H 1.6363 -0.9253 2.8379  0.4052
H -0.4973 -2.9609 1.6740  0.3593
H -2.4237 -4.4737 2.1911  0.3489
H -4.7357 -3.8180 1.5065  0.3409
H -5.1283 -1.6609 0.3037  0.3437
H -3.2129 -0.1773 -0.2268  0.4283

Cartesian forces (eV/Å) of the 3 atoms listed first:
C 0.20 1.46 1.15
C -0.15 -1.07 -1.09
C -0.08 0.28 0.21

=====

The following is a DFT calculation (wB97M-V/def2-TZVPD) of a structure of composition C3H7NO2 at a distorted geometry.

## Properties
LUMO	0.70	eV
DFT total energy	-8807.0351	eV
total charge	0
maximum force	1.39	eV/A
ΔE to the lowest compared entry with this formula, charge and spin	337.1	kJ/mol

Each line ends with the Mulliken charge.
Positions of all 13 atoms, in Å:
C -0.0375 -0.3031 0.1522  0.3429
C -0.7333 0.7447 1.0125  -1.2107
C 1.2815 0.0219 -0.2944  0.2617
N -0.8694 -0.7842 -0.9356  -0.6556
O 1.6460 0.1490 -1.5529  -0.4759
O 2.1487 -0.0770 0.6507  -0.5260
H 0.8035 0.1080 -2.0569  0.3767
H 1.1927 -0.6042 1.1953  0.4844
H -1.8371 -0.4972 -0.8448  0.2316
H -0.8344 -1.7920 -1.0326  0.1776
H -0.0392 1.2419 1.6910  0.3810
H -1.5082 0.2747 1.6217  0.2554
H -1.2134 1.5175 0.3937  0.3570

Cartesian forces (eV/Å) of the 3 atoms listed first:
C -0.18 0.25 -0.25
C 0.05 -0.17 0.05
C -0.47 -0.79 -0.26

=====

The following is a DFT calculation (wB97M-V/def2-TZVPD) of a structure of composition C19H28Cl2GeN4O2RuSSe at a distorted geometry.

## Properties
spin multiplicity	6
LUMO (spin up / spin down)	-2.05 / -4.81	eV
DFT total energy	-190529.7347	eV
total charge	+1
maximum force	1.63	eV/A
expectation value of S²	8.77

Each line ends with the Mulliken spin population.
Positions of all 59 atoms, in Å:
Ru 0.2538 1.6064 -0.4319  3.8247
Cl 2.7701 1.4380 -1.3620  0.0829
C 3.2327 3.0911 -1.2773  -0.0012
C 4.5566 3.4086 -1.0458  -0.0168
C 4.9283 4.7412 -0.9576  0.0291
C 3.9776 5.7383 -1.0991  -0.0125
C 2.6495 5.4151 -1.3306  0.0187
Cl 1.4742 6.6538 -1.4701  0.0088
C 2.2408 4.0711 -1.4309  0.0134
S 0.5795 3.6739 -1.7612  0.4915
H 5.2841 2.6212 -0.9303  0.0008
H 5.9590 4.9967 -0.7668  0.0022
H 4.2607 6.7754 -1.0291  -0.0003
C -4.7854 -1.1013 -1.7284  0.0009
N -4.0224 0.0301 -1.2518  0.0037
C -4.6144 1.1706 -0.8262  0.0065
C -3.9088 2.1914 -0.2889  0.0058
C -2.4848 2.0369 -0.1750  0.0071
O -1.7044 2.8126 0.4136  0.0957
N -1.9329 0.9235 -0.7248  0.1059
C -2.6383 -0.1072 -1.2006  -0.0160
O -2.1096 -1.1603 -1.5551  0.0082
H -5.7777 -0.7757 -2.0266  0.0002
H -4.8634 -1.8578 -0.9442  0.0000
H -4.2635 -1.5331 -2.5825  0.0001
H -5.6910 1.2046 -0.9146  0.0006
H -4.3748 3.0949 0.0608  0.0002
C -0.6924 0.9746 4.3740  0.0029
N 0.6124 1.4708 3.9844  0.0105
C 1.5527 1.8471 5.0169  0.0012
C 0.8790 1.6010 2.7352  0.0500
N 1.1402 1.6805 1.6035  0.0342
H -1.1986 1.6914 5.0232  0.0010
H -0.5863 0.0314 4.9150  0.0006
H -1.2944 0.8117 3.4810  -0.0025
H 1.1037 2.5979 5.6687  0.0006
H 2.4584 2.2478 4.5685  -0.0010
H 1.8213 0.9787 5.6195  0.0003
C 0.2503 -5.6593 -2.4642  0.0061
Ge -0.2999 -4.2946 -1.1275  0.0132
C 0.6113 -4.5069 0.6260  0.0020
C -2.2490 -4.2667 -0.8202  0.0005
C 0.3701 -2.5354 -1.9109  0.0220
Se 0.2850 -1.1493 -0.5751  0.1945
C 2.1415 -1.3777 0.0230  -0.0047
H -0.0585 -6.6550 -2.1608  0.0007
H 1.3281 -5.6638 -2.5949  -0.0002
H -0.2101 -5.4389 -3.4228  -0.0003
H 0.2359 -5.3901 1.1346  0.0000
H 0.4003 -3.6423 1.2533  -0.0002
H 1.6874 -4.6133 0.5223  -0.0001
H -2.5340 -5.1739 -0.2956  0.0000
H -2.7977 -4.2183 -1.7533  0.0000
H -2.5216 -3.4108 -0.2141  0.0008
H -0.2674 -2.2313 -2.7363  0.0026
H 1.4035 -2.6246 -2.2425  -0.0021
H 2.2584 -2.3443 0.5052  0.0050
H 2.3658 -0.5838 0.7338  -0.0012
H 2.8085 -1.3111 -0.8358  0.0031

Cartesian forces (eV/Å) of the 3 atoms listed first:
Ru -1.11 0.98 -0.50
Cl 0.27 -0.64 -0.06
C -0.04 1.01 0.02

=====

The following is a DFT calculation (wB97M-V/def2-TZVPD) of a structure of composition C13H31O15S3V2 at a distorted geometry.

## Properties
spin multiplicity	4
LUMO (spin up / spin down)	-2.20 / -1.61	eV
DFT total energy	-128570.7144	eV
total charge	0
maximum force	13.12	eV/A
expectation value of S²	3.90

Each line ends with the Mulliken spin population.
Positions of all 64 atoms, in Å:
O -3.3620 6.0471 -19.9240  -0.2266
V -3.8673 5.0684 -21.0903  2.1140
O -4.5011 5.1913 -25.8332  -0.2886
V -5.3948 4.6590 -24.5974  1.5135
C -4.1696 8.4377 -24.0963  -0.0045
C -3.1067 7.5244 -23.3308  0.0035
C -2.5049 8.2970 -22.2168  0.0024
O -3.5410 6.2055 -23.0847  -0.0590
H -5.0474 8.7326 -23.5212  -0.0004
H -4.4052 7.9793 -25.0568  0.0020
H -3.5066 9.2724 -24.3240  -0.0004
H -2.3329 7.3440 -24.0769  -0.0018
H -1.6442 7.8100 -21.7585  0.0025
H -3.2394 8.3270 -21.4120  -0.0003
H -2.2427 9.3278 -22.4550  0.0003
C -4.5266 3.0587 -22.6195  -0.0128
O -3.8388 2.8097 -21.6105  -0.0005
O -4.0750 3.1573 -23.7716  -0.0788
O -5.2754 3.9722 -22.4607  -0.0202
O -5.2264 3.8938 -19.3872  0.0160
S -5.7609 2.7140 -18.6617  0.0071
O -5.2657 2.3319 -17.3387  0.0017
O -7.5011 2.8080 -18.6104  -0.0010
C -8.1282 2.0770 -17.5829  0.0001
C -9.6448 2.1415 -17.9046  0.0001
C -5.6136 1.1834 -19.6344  0.0006
H -7.7698 2.3672 -16.5953  0.0000
H -7.9247 1.0062 -17.5805  0.0000
H -9.8014 1.6880 -18.8833  0.0000
H -10.1124 3.1261 -17.9114  0.0000
H -10.1168 1.5400 -17.1278  0.0000
H -6.2760 1.4133 -20.4690  -0.0004
H -5.6934 0.2326 -19.1073  0.0002
H -4.5532 1.1272 -19.8805  0.0001
O 0.3409 3.2883 -20.4882  0.0019
S -0.3658 4.0401 -21.5824  0.0154
O -1.6064 4.7364 -21.3429  -0.0072
O 0.6458 5.2668 -22.0688  0.0026
C 0.8220 5.8933 -23.3722  -0.0007
C 2.2462 5.9908 -23.7500  0.0004
C -0.3176 2.9564 -23.1044  -0.0006
H 0.3278 6.8630 -23.4322  0.0000
H 0.3940 5.3699 -24.2272  0.0001
H 2.1877 6.0749 -24.8352  -0.0001
H 2.8220 5.0936 -23.5228  0.0000
H 2.8173 6.8170 -23.3266  0.0000
H 0.6597 3.0649 -23.5748  0.0000
H -1.1860 3.2036 -23.7150  0.0012
H -0.5951 1.9447 -22.8084  0.0001
O -8.1182 0.9503 -24.2760  -0.0004
S -8.0331 2.3921 -24.7140  0.0076
O -6.7831 3.0801 -24.9866  0.0096
O -9.0819 2.7136 -25.9337  -0.0003
C -8.4704 2.4658 -27.1988  -0.0010
C -9.4155 2.3731 -28.3762  0.0001
C -8.8324 3.4543 -23.4445  0.0010
H -7.8019 1.6125 -27.0838  0.0002
H -7.8027 3.3049 -27.3947  0.0014
H -9.9534 1.4250 -28.3828  0.0000
H -8.8984 2.6162 -29.3045  0.0000
H -10.1318 3.1849 -28.2497  0.0000
H -8.7175 4.4351 -23.9059  0.0005
H -8.3114 3.3070 -22.4985  -0.0008
H -9.8629 3.0996 -23.4274  0.0002

Cartesian forces (eV/Å) of the 3 atoms listed first:
O -0.95 -0.48 -0.54
V 0.69 1.26 0.21
O -2.50 -1.16 2.24

=====

The following is a DFT calculation (wB97M-V/def2-TZVPD) of an isolated molecule of C4H8OS2 at a distorted geometry.

## Properties
LUMO	-1.55	eV
DFT total energy	-27993.3030	eV
total charge	0
maximum force	3.01	eV/A
ΔE to the lowest compared entry with this formula, charge and spin	231.4	kJ/mol

Each line ends with the Mulliken charge.
Positions of all 15 atoms, in Å:
C -1.0510 0.0450 0.0265  -0.0762
C -2.3549 0.6522 0.4869  -0.1903
O -2.6549 0.9154 1.6334  -0.4831
C -0.7702 -1.2172 0.8304  -0.7777
S 0.5515 -2.1430 0.0094  -0.0982
S 2.1114 -0.1599 0.5747  -0.1322
C 2.5715 0.5504 -1.0145  -0.7079
H -0.9358 0.1768 -1.0597  0.3471
H -0.2732 0.7425 0.3866  0.1713
H -2.9925 1.0178 -0.3141  0.3526
H -1.6697 -1.8899 0.8750  0.3922
H -0.3264 -1.0379 1.8108  0.3602
H 2.2042 1.5855 -1.0007  0.2667
H 1.9928 0.0622 -1.8291  0.2483
H 3.5973 0.7003 -1.4157  0.3270

Cartesian forces (eV/Å) of the 3 atoms listed first:
C -0.11 1.61 1.49
C 0.31 1.23 0.57
O 0.30 -0.76 -0.62

=====

The following is a DFT calculation (wB97M-V/def2-TZVPD) of a structure of composition C25H20Cl40F4INO7S at a distorted geometry.

## Properties
LUMO	-0.83	eV
DFT total energy	-572763.6664	eV
total charge	0
maximum force	5.60	eV/A

Each line ends with the Mulliken charge.
Positions of all 99 atoms, in Å:
C 6.4470 -0.3843 0.3798  -0.0814
C 5.9652 -0.9020 -0.6235  -0.5284
C 5.1644 -1.5946 -1.7989  -0.6246
C 3.7556 -0.9326 -2.0785  0.1716
O 3.6902 0.4769 -1.8462  -0.1813
C 3.7617 1.2131 -3.0965  -0.7528
C 2.4945 -1.7279 -1.3862  -2.6323
I 2.4524 -3.5449 -2.6654  0.3138
O 1.4406 -0.8335 -1.6227  -0.0420
C 0.1137 -1.1475 -1.2620  1.0524
C -0.4747 0.3069 -0.8519  -0.5523
C -1.6583 0.3530 0.1575  0.3832
O -2.9896 0.3851 -0.4629  -0.3903
C -3.9832 0.7444 0.5269  0.1024
C -5.2533 -0.2308 0.3827  -0.9977
C -0.1804 -2.2945 -0.2478  0.4349
C -1.6958 -2.8406 -0.2455  -0.7134
F 0.1740 -1.9894 1.1245  -0.4192
S -0.7652 -1.5018 -2.9143  1.2193
O -0.8763 -2.9251 -3.2286  -0.5977
O 0.0414 -0.8246 -3.9495  -0.6066
F -2.2659 -0.8372 -2.9737  -0.2244
N 2.9127 -1.9872 0.0004  2.2988
C 3.2624 -3.2935 0.4170  -0.3383
O 2.5387 -4.2296 0.6483  -0.4434
F 4.6239 -3.5400 0.6886  -0.2795
C 3.0233 -0.9283 0.9237  -0.0245
O 3.6141 -1.1191 1.9633  -0.3149
F 2.4559 0.3483 0.7889  -0.1099
H 6.5356 0.3224 1.2519  0.3235
H 5.8032 -1.3884 -2.7251  0.4043
H 5.1696 -2.7140 -1.6776  0.2808
H 3.5593 -1.0665 -3.1978  0.9247
H 2.7301 1.3026 -3.5808  0.3330
H 4.4941 0.7387 -3.8306  0.3301
H 4.1842 2.2525 -2.8902  0.3429
H -0.8042 0.8326 -1.8120  0.6111
H 0.3651 0.9669 -0.4495  0.0295
H -1.7130 -0.4419 0.9579  0.3466
H -1.5805 1.3544 0.7271  -0.6568
H -3.5786 0.5803 1.5737  -0.1228
H -4.3721 1.8029 0.3891  0.2551
H -5.7529 -0.4321 1.3874  0.3175
H -5.9742 0.2449 -0.3457  0.2900
H -4.8404 -1.2256 0.0188  0.2058
H 0.4239 -3.2393 -0.4660  0.2819
H -2.4356 -2.0895 -0.6530  0.0802
H -1.7402 -3.7409 -0.9384  -0.0362
H -1.9853 -3.1767 0.7995  0.2763
C -1.4555 2.9899 3.4876  0.2483
Cl -2.8696 1.9279 3.5847  -0.0686
Cl -0.4615 2.5408 2.0825  0.0904
Cl -1.9911 4.6743 3.3149  -0.0870
Cl -0.4933 2.8234 4.9675  -0.0990
C 3.6508 -8.1617 1.1480  0.3002
Cl 2.2699 -9.2808 1.1916  -0.1010
Cl 4.7050 -8.5802 -0.2180  -0.1333
Cl 3.0630 -6.4986 0.9550  0.2020
Cl 4.5658 -8.2941 2.6629  -0.1026
C 5.3610 -1.7356 5.1488  0.2403
Cl 5.2193 -2.1517 6.8688  -0.1102
Cl 4.5237 -0.2022 4.8427  -0.0892
Cl 7.0754 -1.5681 4.7205  -0.1153
Cl 4.6304 -3.0203 4.1681  -0.0079
C -2.6421 -6.9610 -0.2743  0.2666
Cl -3.2520 -5.8268 0.9453  -0.0668
Cl -3.6115 -8.4464 -0.2321  -0.1046
Cl -2.7631 -6.2215 -1.8836  -0.1010
Cl -0.9455 -7.3540 0.0700  -0.0012
C -6.2190 5.2086 4.6637  0.3043
Cl -4.5008 4.8612 4.3799  0.0121
Cl -6.5432 6.9117 4.2936  -0.0967
Cl -7.2105 4.1637 3.6173  -0.1336
Cl -6.6170 4.8880 6.3633  -0.0965
C -0.5393 4.8762 -1.2028  0.1973
Cl -1.0487 6.0325 0.0441  -0.0627
Cl -1.5704 3.4344 -1.1288  0.0011
Cl -0.6871 5.6262 -2.8042  -0.0659
Cl 1.1502 4.4083 -0.9214  -0.0697
C 1.0194 9.5005 -2.7477  0.3203
Cl 1.4873 11.0968 -2.1311  -0.1017
Cl 1.4356 8.2589 -1.5514  -0.0352
Cl -0.7296 9.4708 -3.0460  -0.0914
Cl 1.8834 9.1748 -4.2628  -0.0969
C -0.2975 -5.8680 3.9362  0.0652
Cl 0.6513 -5.3347 5.3373  -0.0952
Cl -0.7524 -4.4564 2.9618  -0.0024
Cl 0.6754 -6.9757 2.9516  0.0400
Cl -1.7624 -6.7008 4.4955  -0.0949
C -9.5369 7.5415 0.9994  0.2813
Cl -8.2669 8.7065 0.5755  -0.1027
Cl -10.2004 6.8248 -0.4824  -0.1015
Cl -8.8489 6.2635 2.0193  0.0122
Cl -10.8305 8.3732 1.8846  -0.0972
C 3.4238 1.5716 -7.4291  0.3386
Cl 4.4004 2.1032 -6.0453  -0.0816
Cl 2.9312 2.9840 -8.3828  -0.0969
Cl 4.3833 0.4773 -8.4437  -0.1016
Cl 1.9826 0.7221 -6.8393  -0.0466

Cartesian forces (eV/Å) of the 3 atoms listed first:
C -1.53 0.50 -0.86
C -0.86 -0.34 0.47
C 2.12 1.40 0.51